Version P
Entry from OMol25: a 13-piece molecular cluster, H26O13 overall (ωB97M-V with the def2-TZVPD basis set).

Structure (XYZ):
```
39
Properties=species:S:1:pos:R:3
O 2.384 0.331 1.814
O -0.714 -2.124 2.240
O 0.615 -2.999 -0.163
O -0.821 -2.201 -2.331
O 0.629 2.301 1.281
O -2.157 -2.602 -0.094
O 1.147 -0.390 -2.821
O -0.292 4.123 -0.672
O -1.623 0.783 2.459
O -0.229 -0.051 -0.413
O -3.032 1.097 -1.013
O 2.048 1.668 -1.334
O 2.467 -1.184 -0.732
H 1.856 2.605 -1.368
H -2.182 -3.004 0.774
H 0.154 0.737 -0.028
H 0.755 -3.906 0.110
H 1.052 1.475 1.518
H -2.851 -1.943 -0.074
H 0.288 2.642 2.107
H -0.011 -2.652 0.472
H -1.478 -2.163 -3.025
H 3.320 -1.436 -0.379
H -0.005 3.306 -0.263
H -1.090 0.227 -0.724
H 1.054 -0.006 -3.693
H 2.595 -0.581 2.015
H 0.029 -2.179 2.841
H 1.259 0.362 -2.239
H -0.942 -1.195 2.224
H -3.830 0.775 -1.432
H -2.325 0.932 3.093
H 0.315 4.784 -0.341
H -1.329 -2.286 -1.524
H -2.034 0.933 1.607
H 2.757 1.592 -0.695
H 2.171 -0.474 -0.162
H -2.788 1.869 -1.522
H 2.838 0.836 2.489
```

Properties
E_LUMO (spin up / spin down)	-2.72 / -8.13	eV
HOMO-LUMO gap (spin up / spin down)	10.927 / 4.705	eV
multiplicity	2
charge	+1


Version Q
Entry from OMol25: a 13-piece molecular cluster, H26O13 overall (ωB97M-V with the def2-TZVPD basis set).

Structure (XYZ):
```
39
Properties=species:S:1:pos:R:3
O 1.277 -3.361 1.344
O 0.494 0.694 -2.017
O 3.065 1.325 -0.974
O -1.840 1.509 -1.501
O 0.404 -0.441 3.692
O -2.075 -1.859 -2.355
O 0.820 3.240 -2.501
O 2.756 -2.556 -1.710
O -2.868 -3.111 0.415
O 0.888 2.366 0.323
O 2.527 1.319 2.871
O -3.680 1.656 1.081
O -1.574 -0.543 1.312
H 1.390 3.066 -1.809
H 2.537 -2.971 -0.818
H -2.500 -2.140 -3.132
H -1.537 0.810 -1.170
H -2.100 -0.928 2.031
H 1.622 1.270 2.642
H -3.269 1.037 0.458
H 0.465 -3.717 1.015
H 1.299 0.495 -1.446
H 0.660 2.922 1.146
H 0.164 2.316 -0.278
H -2.519 -2.806 -0.555
H -0.374 -0.360 4.352
H 0.968 -2.925 2.156
H 2.700 0.853 1.879
H 2.019 -1.989 -1.928
H 3.476 0.604 -1.317
H -2.830 2.003 1.436
H -2.264 -3.818 0.645
H 0.723 2.618 -3.181
H -2.725 1.233 -1.881
H 0.338 1.594 -2.028
H 2.790 0.861 -0.049
H 0.940 0.376 3.711
H -1.822 -1.008 -2.434
H -1.708 -1.306 0.709
```

Properties
E_LUMO (spin up / spin down)	-3.71 / -11.15	eV
HOMO-LUMO gap (spin up / spin down)	10.424 / 2.983	eV
multiplicity	2
charge	+1


Result of the stability comparison: version P is the most stable of them.


Version P
Entry from OMol25: an isolated ion of composition C5H12N2O and charge +1 (ωB97M-V with the def2-TZVPD basis set).

Structure (XYZ):
```
20
Properties=species:S:1:pos:R:3
O 2.822 -2.053 1.023
N -1.133 2.180 -1.598
N 0.141 -1.530 1.835
C -1.247 1.544 -0.254
C -1.251 -0.063 -0.431
C 0.826 -0.592 0.851
C 2.262 -1.092 0.563
C 0.170 -0.572 -0.565
H -1.933 -0.259 -1.358
H 2.876 -0.197 0.126
H 0.794 0.418 1.185
H 0.810 -2.128 2.248
H -0.512 1.883 0.522
H 0.086 -1.546 -0.945
H -0.505 1.702 -2.191
H -0.395 -2.152 1.231
H 0.824 0.041 -1.357
H -1.685 -0.539 0.449
H -2.240 1.801 0.128
H -0.711 3.155 -1.463
```

Properties
E_LUMO (spin up / spin down)	-5.05 / -9.71	eV
HOMO-LUMO gap (spin up / spin down)	7.956 / 3.173	eV
multiplicity	2
charge	+1


Version Q
Entry from OMol25: an isolated ion of composition C5H12N2O and charge +1 (ωB97M-V with the def2-TZVPD basis set).

Structure (XYZ):
```
20
Properties=species:S:1:pos:R:3
O -1.504 0.758 1.481
N 2.751 -0.750 -0.093
N -1.209 0.686 -1.474
C 1.302 1.176 0.395
C -1.893 -0.352 0.657
C -1.154 -0.489 -0.676
C 1.378 -0.200 0.102
C 0.323 -0.959 -0.383
H 2.192 -1.537 -0.355
H 3.313 -0.774 0.730
H 0.465 1.648 0.777
H -1.675 -1.238 1.292
H -2.261 1.364 1.714
H -1.162 0.607 -2.532
H 0.389 -2.068 -0.551
H 3.274 -0.438 -0.960
H 2.296 1.830 0.415
H -1.672 -1.348 -1.202
H -2.969 -0.246 0.353
H -0.690 1.522 -1.119
```

Properties
E_LUMO (spin up / spin down)	-3.52 / -4.98	eV
HOMO-LUMO gap (spin up / spin down)	8.963 / 7.694	eV
multiplicity	2
charge	+1


Result of the stability comparison: version Q is the most stable of them.


Version P
Entry from OMol25: one molecule with the formula C5H4O (ωB97M-V with the def2-TZVPD basis set).

Structure (XYZ):
```
10
Properties=species:S:1:pos:R:3
O -1.361 1.577 1.394
C -0.899 0.878 0.585
C 1.519 0.067 -0.580
C -1.205 -0.249 -0.325
C 1.331 -0.644 0.495
C 0.195 0.125 0.051
H 2.214 0.628 -1.204
H 1.555 -1.412 1.116
H -1.533 0.234 -1.356
H -1.816 -1.205 -0.174
```

Properties
E_LUMO	0.90	eV
HOMO-LUMO gap	9.615	eV
multiplicity	1
SMILES	O=C1CC12C=C2


Version Q
Entry from OMol25: one molecule with the formula C5H4O (ωB97M-V with the def2-TZVPD basis set).

Structure (XYZ):
```
10
Properties=species:S:1:pos:R:3
O 0.708 1.780 0.773
C 0.344 -1.397 -0.394
C 1.115 -0.281 -0.204
C 0.214 0.811 0.009
C -1.144 -1.113 -0.069
C -1.258 0.289 -0.223
H -1.850 -1.988 -0.250
H -2.445 0.628 -0.078
H 0.738 -2.369 -0.322
H 2.271 -0.367 -0.250
```

Properties
E_LUMO	-1.25	eV
HOMO-LUMO gap	8.053	eV
multiplicity	1
SMILES	O=C1C=CC=C1


Result of the stability comparison: version Q is the most stable of them.


Version P
Entry from OMol25: one molecule with the formula C4H9O2P (ωB97M-V with the def2-TZVPD basis set).

Structure (XYZ):
```
16
Properties=species:S:1:pos:R:3
P -0.360 0.932 -1.428
O -0.351 -0.302 1.066
O 1.488 0.570 -0.440
C -1.371 -1.563 -0.645
C 1.659 0.651 0.896
C -0.681 -0.342 -0.261
C 0.228 0.809 1.543
H -2.093 -1.339 -1.327
H 0.014 1.723 1.099
H -1.283 0.508 -2.433
H -1.690 -2.005 0.212
H 2.149 1.487 1.194
H 0.227 0.766 2.655
H 0.677 0.651 -2.267
H -0.648 -2.151 -1.096
H 2.036 -0.396 1.233
```

Properties
E_LUMO	-0.42	eV
HOMO-LUMO gap	7.801	eV
multiplicity	1
SMILES	CC1=[PH2]OCCO1


Version Q
Entry from OMol25: one molecule with the formula C4H9O2P (ωB97M-V with the def2-TZVPD basis set).

Structure (XYZ):
```
16
Properties=species:S:1:pos:R:3
P -2.036 1.021 0.161
O 1.622 0.692 0.747
O -1.073 -1.542 0.157
C 1.691 -0.004 -0.454
C -0.572 0.156 0.100
C 0.320 0.315 -1.086
C 0.402 0.287 1.345
H -0.407 -1.941 -0.318
H 2.549 0.347 -1.124
H 0.025 -0.223 -2.050
H 1.791 -1.102 -0.294
H 0.221 0.997 2.203
H -2.546 0.022 1.153
H 0.487 -0.758 1.632
H -2.801 0.373 -0.911
H 0.326 1.362 -1.261
```

Properties
E_LUMO	0.85	eV
HOMO-LUMO gap	10.521	eV
multiplicity	1
SMILES	O[C@]1(P)CCOC1


Result of the stability comparison: version Q is the most stable of them.


Version P
Entry from OMol25: one molecule with the formula C3H4Cl2O (ωB97M-V with the def2-TZVPD basis set).

Structure (XYZ):
```
10
Properties=species:S:1:pos:R:3
Cl -3.436 -0.172 -0.115
Cl 2.715 -0.279 -0.192
O -1.149 0.716 0.052
C -1.763 -0.435 0.163
C 0.976 -0.594 0.076
C 0.243 0.687 -0.048
H 0.532 -1.168 -0.766
H 0.753 -1.001 0.974
H 0.495 0.960 -1.068
H 0.635 1.285 0.924
```

Properties
E_LUMO	0.26	eV
HOMO-LUMO gap	9.834	eV
multiplicity	1


Version Q
Entry from OMol25: one molecule with the formula C3H4Cl2O (ωB97M-V with the def2-TZVPD basis set).

Structure (XYZ):
```
10
Properties=species:S:1:pos:R:3
Cl -1.701 1.729 -0.047
Cl -2.707 -1.038 -0.505
O -0.738 -0.581 1.172
C 1.337 0.316 -0.085
C 0.146 -0.566 0.032
C -1.439 -0.002 0.144
H 2.078 -0.314 -0.681
H 1.659 0.590 0.909
H 1.336 1.335 -0.559
H 0.028 -1.471 -0.378
```

Properties
E_LUMO	0.70	eV
HOMO-LUMO gap	10.244	eV
multiplicity	1
SMILES	C[C@H]1OC1(Cl)Cl


Result of the stability comparison: version Q is the most stable of them.


Version P
Entry from OMol25: a 3-piece molecular cluster, C2H9NO3 overall (ωB97M-V with the def2-TZVPD basis set).

Structure (XYZ):
```
15
Properties=species:S:1:pos:R:3
O -1.239 -0.272 -0.197
O 1.672 -2.032 -1.695
O -0.641 2.962 -2.285
N 0.813 -0.092 0.523
C -0.487 -0.097 0.763
C -1.001 -0.404 2.174
H 1.011 -1.435 -1.421
H 1.298 -2.897 -1.821
H -1.662 0.397 2.404
H -0.109 3.730 -2.362
H -1.367 -1.362 1.906
H -0.962 2.805 -1.468
H 1.583 -0.494 1.140
H -0.169 -0.758 2.755
H 1.260 -0.050 -0.415
```

Properties
E_LUMO	0.61	eV
HOMO-LUMO gap	10.444	eV
multiplicity	1
SMILES	CC(N)=O.O.O


Version Q
Entry from OMol25: a 3-piece molecular cluster, C2H9NO3 overall (ωB97M-V with the def2-TZVPD basis set).

Structure (XYZ):
```
15
Properties=species:S:1:pos:R:3
O 2.899 -0.626 -0.816
O 0.167 -0.543 -0.157
O 3.607 2.511 -0.004
N -2.163 0.126 0.385
C -1.040 -0.252 -0.409
C -2.696 -1.030 1.117
H 2.081 -0.645 -0.468
H -1.776 -1.435 1.541
H 2.810 -0.203 -1.747
H 3.386 2.008 -0.791
H -1.327 -0.067 -1.512
H 3.373 1.781 0.567
H -3.269 -1.735 0.477
H -2.731 0.758 -0.164
H -3.320 -0.647 1.980
```

Properties
E_LUMO	0.36	eV
HOMO-LUMO gap	10.583	eV
multiplicity	1
SMILES	CNC=O.O.O


Version R
Entry from OMol25: a 2-piece molecular cluster, C2H9NO3 overall (ωB97M-V with the def2-TZVPD basis set).

Structure (XYZ):
```
15
Properties=species:S:1:pos:R:3
O 1.533 -0.156 -0.960
O -1.524 1.507 0.477
O 1.608 -1.520 -0.533
N -1.126 0.446 -0.375
C 1.467 0.820 0.368
C -1.489 -0.877 0.079
H -1.155 -1.592 -0.670
H -0.526 0.540 -1.186
H -2.574 -0.954 0.197
H 1.783 1.722 -0.145
H 0.719 1.004 1.136
H -1.025 -1.112 1.040
H 2.286 0.367 0.928
H 2.512 -1.774 -0.763
H -2.487 1.580 0.406
```

Properties
E_LUMO	0.89	eV
HOMO-LUMO gap	8.962	eV
multiplicity	1
SMILES	CNO.COO


Result of the stability comparison: version P is the most stable of them.